Entry from the OMol25 dataset: C19H22IrN6O3 as an isolated structure at a distorted geometry (ωB97M-V/def2-TZVPD).

```
51
Properties=species:S:1:pos:R:3
N -2.619 -0.016 0.616
C -3.261 -0.764 1.227
C -4.140 -1.531 2.068
H -3.567 -2.380 2.485
H -4.996 -1.880 1.457
H -4.469 -0.827 2.861
N -0.646 2.027 -2.949
C -0.877 2.556 -3.947
C -1.111 3.442 -5.049
H -2.044 3.113 -5.554
H -0.245 3.352 -5.731
H -1.214 4.454 -4.612
N 2.590 -0.302 -0.829
C 3.345 -1.144 -0.525
C 4.419 -2.024 -0.166
H 5.289 -1.363 0.037
H 4.619 -2.711 -1.010
H 4.109 -2.582 0.738
Ir -0.300 0.829 -1.328
C 1.272 1.885 -0.923
O 2.048 2.751 -0.802
C -1.360 2.016 -0.235
O -1.871 2.969 0.242
C -1.938 -0.941 -1.585
C -1.014 -1.581 -0.769
C 0.314 -1.652 -1.120
C 0.771 -1.092 -2.307
C -0.142 -0.471 -3.152
C -1.506 -0.393 -2.787
H -2.997 -1.027 -1.389
H -1.333 -2.126 0.101
H 0.967 -2.251 -0.514
H 1.768 -1.300 -2.665
H 0.203 -0.165 -4.132
H -2.258 -0.023 -3.474
C 0.809 -2.297 3.577
N 0.762 -0.924 3.087
C 1.045 0.076 3.948
C 0.989 1.304 3.434
C 0.649 1.549 2.092
N 0.374 0.547 1.239
C 0.442 -0.711 1.760
O 0.242 -1.805 1.159
N 0.639 2.855 1.765
H 1.569 -2.945 3.080
H -0.165 -2.840 3.537
H 1.091 -2.284 4.646
H 1.281 -0.239 4.945
H 1.207 2.118 4.085
H 0.858 3.523 2.503
H 0.401 3.225 0.864
```

Calculated values
Net charge: +4
2S+1: 6
Kohn-Sham gap (alpha / beta), eV: 7.227 / 5.587
E_LUMO (alpha / beta), eV: -12.79 / -16.88
Strongest force on any atom, Eh/bohr: 0.1860
Highest occupied orbital energy (alpha / beta), hartree: -0.7355 / -0.8257

Löwdin atomic charge list, values in e, 6 entries:
1. N 0.130
2. C -0.184
3. C 0.004
4. H 0.110
5. H 0.129
6. H 0.129